[1]
The following is a quantum chemistry calculation of an isolated molecule of C3N2O, from the Open Molecules 2025 dataset.

Calculated total energy ... -298.89774 Ha
SMILES ... N#CC(=O)C#N
HOMO level ... -12.160 eV
Relative energy (zero: lowest compared OMol25 entry of this formula, charge and spin) ... 74.6 kcal/mol
F_max ... 16.8 eV/A
Orbital gap ... 0.350 Eh
Molar mass ... 80.046 g/mol

Each atom is followed by the atoms it is bonded to, with distances in Å.
CARTESIAN COORDINATES (ANGSTROEM)
1 C 0.015 0.714 0.064  C2 1.397, C3 1.395, O6 1.177
2 C -1.008 -0.237 0.058  C1 1.397, N4 1.233
3 C 1.135 -0.101 0.232  C1 1.395, N5 1.368
4 N -1.965 -1.006 -0.062  C2 1.233
5 N 1.771 -1.245 -0.164  C3 1.368
6 O 0.052 1.875 -0.129  C1 1.177

These are the Mulliken partial charges, in e, on atoms 1 to 2: number 1, C, carries 0.48; number 2, C, carries 0.27


[2]
The following is a quantum chemistry calculation of a cluster of 2 separate species, C3NO3 in total, from the Open Molecules 2025 dataset.

Calculated total energy ... -394.73344 Ha
HOMO level (spin up / spin down) ... -3.477 / -3.462 eV
Relative energy (zero: lowest compared OMol25 entry of this formula, charge and spin) ... 10.1 kcal/mol
Multiplicity ... 3
F_max ... 5.3 eV/A
Orbital gap (spin up / spin down) ... 0.234 / 0.184 Eh
Molar mass ... 98.037 g/mol
Total charge ... -1

Each atom is followed by the atoms it is bonded to, with distances in Å.
CARTESIAN COORDINATES (ANGSTROEM)
1 C 1.350 0.849 1.096  C2 1.289, O5 1.186
2 C 0.493 1.691 0.628  C1 1.289, O6 1.204
3 C -1.408 -1.774 -1.082  N4 1.190, O7 1.161
4 N -1.043 -1.466 0.008  C3 1.190
5 O 1.721 0.334 2.097  C1 1.186
6 O 0.453 2.501 -0.262  C2 1.204
7 O -1.782 -2.101 -2.132  C3 1.161

These are the Mulliken partial charges, in e, on atoms 1 to 2: number 1, C, carries 0.41; number 2, C, carries 0.26